ORCA calculation (ωB97M-V/def2-TZVPD) on a structure of composition C45H55BN5OSTi in a non-equilibrium geometry.

Computed properties:
HOMO-LUMO gap (alpha / beta) (eV): 5.4263 / 6.6505
Electronic energy (eV): -91680.1939
ΔE to the lowest compared entry with this formula, charge and spin (kcal per mole): 45.7
LUMO (alpha / beta) (eV): -2.85 / -3.15

ORCA input file:
```
! RIJCOSX wB97M-V def2-TZVPD def2/J DEFGRID3
* xyz 1 3
H 1.2265 5.5018 0.9997
H 3.1604 0.6716 -0.1577
C -2.9101 -0.4503 3.1511
C -2.5506 1.1558 -2.9360
H -1.8340 -1.6447 5.3578
H 2.2374 -0.4989 4.8244
C -1.1068 -3.0707 1.1637
C 2.1520 2.2991 3.2133
H -3.6358 -3.6036 2.0770
H 4.9675 0.8538 -1.7807
H -5.5177 -2.4086 -1.5831
C 2.9797 0.4165 -3.6138
N 1.1852 -2.9729 -1.8463
H -3.3657 1.0016 4.7022
H 5.1100 -0.8305 -1.2735
H -1.4998 2.4881 2.7262
C -1.2646 2.0843 1.7495
C 0.2415 -1.1712 5.1903
H -4.0349 -1.4203 4.7476
C -0.3099 4.0107 -4.0125
C -1.3901 2.6694 0.5579
C 4.0874 -0.5394 -3.1865
H -4.0140 2.6180 -2.2717
C 0.9072 0.1172 3.2536
C 1.4512 -3.9789 1.6503
H 1.7002 1.0673 1.5234
C -0.8751 -3.8264 2.2813
C 1.6077 -3.2678 -3.0793
C -1.4326 -0.5428 3.5537
C -0.6915 2.4683 -1.7097
H -0.3652 5.3522 0.2352
H 1.0372 -2.8335 -3.8921
H 3.7165 -1.5654 -3.1815
N -0.0633 -2.7055 0.3504
H -4.7301 1.1428 -2.9426
H 2.3939 2.1790 4.2757
C 4.4514 -0.1122 -1.7661
S 1.8999 0.6884 -2.1825
C -2.3855 -2.7464 0.5678
H 2.4429 -4.3877 1.8110
H -1.6939 -4.1659 2.9025
H 0.9720 6.0868 -0.6547
C -4.7549 -2.9910 0.3593
H 3.1729 4.2940 0.1066
C 0.4340 -4.1896 2.5888
H 4.9397 -0.4911 -3.8691
C 3.4391 -4.5261 -2.2571
H -1.7444 -0.6852 -3.8614
H 2.9673 2.8652 2.7431
C 3.0157 -4.2324 -0.9770
C 0.7114 5.2940 0.0553
C 2.7051 -4.0570 -3.3390
H 2.8656 4.6446 -1.5969
H 1.2361 2.8890 3.1361
C -4.6521 -2.4858 -0.9364
H -0.1825 4.6246 -4.8975
H 4.3224 -5.1366 -2.4180
H -1.9380 0.6360 -4.9717
C -3.7771 -1.5961 3.6980
H 3.2778 -0.8479 2.2676
C 2.6292 3.9524 -0.7807
C -3.5447 0.8700 3.6306
H 3.8052 0.2253 3.5731
C 2.0013 0.9168 2.5552
H 2.3407 0.0691 -4.4281
C 3.1254 0.0138 -1.0211
C -3.4234 -2.0997 -1.3928
C -3.9069 1.8578 -3.0488
H -2.5512 0.6339 -1.9929
H -5.7191 -3.2851 0.7617
Ti -0.4070 -1.3719 -0.9947
H 3.0206 2.9717 -1.0502
H -3.3185 -1.7186 -2.3931
H -4.0088 2.3493 -4.0209
C -1.0716 -1.1684 4.7467
C -1.2194 2.9689 -4.0078
B -0.5518 0.4896 0.1651
C -3.6099 -3.1431 1.0965
H -3.1516 1.7348 3.1037
O 0.7892 -0.3710 -2.2890
H 0.6405 -4.7373 3.5003
N -0.9474 1.7959 -0.4555
N -0.7887 0.7738 1.5880
H 3.5533 -4.6122 -0.1135
H 2.9871 -4.2880 -4.3583
C 0.2566 3.5289 -1.7066
H 3.3728 1.4064 -3.8692
C 1.2175 -0.5241 4.4491
H 0.9515 3.1915 0.3010
N -2.2935 -2.1537 -0.6590
C -1.4324 2.1928 -2.8732
H -4.6276 0.8463 3.4681
C 1.1493 -3.3366 0.4808
H -4.7230 -1.6460 3.1462
C 0.4141 4.2836 -2.8624
H 0.4971 -1.6558 6.1257
C 3.3596 0.2021 2.5736
C -0.4219 0.0722 2.7930
H 4.0664 0.7140 1.9083
C 1.8528 -3.4857 -0.7976
H -1.7824 3.6499 0.3223
C -2.3846 0.1542 -4.1050
H 1.1199 5.1118 -2.8620
H -3.2773 -2.5654 3.6367
H -1.8105 2.7767 -4.9001
C 1.1182 3.9177 -0.4882
H 2.7159 -0.9446 -0.7226
H -2.9531 -0.4589 2.0670
H -3.3527 -0.2435 -4.4252
*
```